Formula: C31H65N3O5S
Source: OMol25
Level of theory: ωB97M-V/def2-TZVPD

Values from the calculation:
structure (SMILES): CC1(C)CCCC(C)(C)N1O.CC1(C)CCCC(C)(C)N1O.CC1(C)CCCC(C)(C)N1O.O=S1(=O)CCCC1
molecular weight: 591.9 g/mol
HOMO level: -7.78 eV

Geometry as ORCA input:
```
! RIJCOSX wB97M-V def2-TZVPD def2/J DEFGRID3
* xyz 0 1
H 1.3662 -1.1191 -4.6381
H 1.2392 0.2954 1.8954
H -0.9666 -6.4044 2.3737
C 1.7480 3.9944 -4.3830
H 1.0455 2.8729 4.8184
C -0.5351 -7.9983 1.1002
C -1.8191 -5.0135 -1.5641
H 0.7257 -6.4256 2.0193
H 0.2287 -5.7535 -0.3247
H 1.4241 6.9021 -0.7040
H -0.6397 -1.3414 -0.9616
C -0.0874 1.8840 1.4897
C -0.7255 1.7729 4.3430
C -0.1947 -1.1942 -3.0424
H -2.8968 -4.0034 0.6419
O 1.6435 -1.7310 -0.0964
H 0.4768 2.1607 0.5906
H -0.3852 -4.5802 0.7611
O -1.8100 3.8494 4.1252
H -2.7091 3.8422 3.7835
C 0.0962 3.1612 -2.7240
N 2.0862 4.2471 -1.9325
H -2.3115 1.8194 5.9070
C 4.1512 5.5840 -2.2397
H -2.4736 2.7543 0.8899
H 4.8361 4.7331 -2.0777
H -2.2798 -4.0162 -1.5656
H 1.1731 0.3653 -3.6362
H 0.7238 1.6811 6.0660
O -3.4604 -7.2807 -1.0608
C -1.9716 1.2302 5.0612
H 2.2265 -2.3170 -2.7176
N -1.1520 2.8041 3.4204
H 4.0547 5.5152 -3.3270
H -0.3001 3.2457 -1.7096
H 1.3270 3.9622 2.5229
H 1.9075 6.9723 -3.7093
H 4.0033 5.9353 0.2944
C 2.8400 5.3714 -1.4478
H -0.8997 1.2470 1.1274
C -0.5337 -5.6203 0.4530
C -2.9691 -8.2802 1.5891
O 2.8119 3.0519 -1.9038
N -2.1615 -7.1552 -0.4915
H -3.9445 -5.4408 0.6837
H 2.4730 5.2259 0.7786
H 0.4646 4.7648 1.1202
H -0.0356 5.7087 -4.0794
H 0.0075 5.1154 2.7309
H -0.2824 3.1223 5.9784
H 0.5659 0.0543 4.2898
C -1.9074 -8.2358 0.4723
H -1.7586 0.2034 5.3671
C 1.1263 -0.7264 -3.6512
O 2.0541 0.6356 -0.8354
H -2.5612 4.2475 1.8111
C 2.0767 6.7137 -1.5612
H 2.5012 4.7645 -4.5671
C 2.2120 -1.2289 -2.6833
C 0.3804 4.2970 2.1043
H -1.1138 -9.5237 -1.0390
H 1.5704 1.7288 2.9434
H -1.0349 -0.8182 -3.6239
H 1.0572 3.9993 -5.2258
H -0.2744 -2.2784 -2.9790
H -0.6233 0.3153 -1.3668
H -0.3575 -8.7728 1.8508
H 3.7677 4.2447 0.1398
C -2.9183 -5.0909 0.7630
H 3.1834 -0.7661 -2.8275
H 0.5949 7.6856 -2.7784
C -0.6577 3.1785 2.0806
S 1.5718 -0.7022 -1.0862
C 0.2444 2.3815 5.3789
H 4.7647 6.4453 -1.9762
H -3.9554 -8.6017 1.2299
H 2.3497 2.4882 -1.2676
H 0.1727 -8.2656 0.2971
C 0.3549 5.5925 -3.0682
H -3.0456 -7.3698 2.1732
H -2.7579 1.1759 4.3031
H 0.4837 2.1529 -2.8698
H -4.0562 -7.3228 -0.2977
C 0.8055 1.1350 2.4415
C 3.2447 5.2006 0.0061
C -1.9136 -9.5364 -0.2942
H -0.7999 -4.9924 -1.9297
H -0.4456 5.6553 -2.3262
C -0.0584 0.6052 3.5800
C -0.2450 -6.5889 1.5597
C -1.8798 3.5894 1.2644
H -2.5605 -5.1958 1.7893
H -2.5336 -5.4577 -2.2643
C -0.1464 -0.6272 -1.6289
H -0.8034 3.2939 -3.3391
C -1.9140 -5.7344 -0.2195
H 2.8235 7.5048 -1.5878
H 2.2723 3.0376 -4.3729
H -1.7234 -10.3890 0.3622
H -1.6126 4.1957 0.3924
H -2.8340 -9.6911 -0.8523
C 1.1125 4.2676 -3.0145
H -2.7313 -9.1261 2.2441
H -0.8626 -0.0839 3.3017
C 1.2605 6.8200 -2.8407
*
```